# 1
48
Properties=species:S:1:pos:R:3:forces:R:3 method="wB97M-V/def2-TZVPD" total_charge=-2 spin_multiplicity=5 relative_energy_kcal_mol=18.6 gap_ev="2.6629 / 4.9552" homo_energy_ha="0.0509 / -0.0921"
Ir 0.81232 1.94257 -0.64852 -2.0 -2.0 1.2
N 2.17058 -4.74987 2.67722 0.5 -0.1 1.3
C 1.37426 -4.12452 1.73458 -0.3 1.2 -1.4
C 0.60378 -3.00720 2.12221 -0.2 -0.6 -0.6
C -0.08237 -2.24444 1.16500 0.3 -0.8 0.0
C 0.06016 -2.58229 -0.19613 0.6 0.1 0.4
C 0.77645 -3.73756 -0.61593 -0.7 0.4 1.3
C 1.39019 -4.52760 0.35647 -0.4 1.1 1.0
S -0.46747 -1.28433 -1.29463 -0.6 -0.9 0.4
O -1.60819 -0.66319 -0.65689 0.9 -0.5 -1.0
O -0.55680 -1.90294 -2.60262 0.0 0.8 0.3
N 0.77696 -0.19467 -1.19531 0.0 0.1 -1.2
C 1.65161 0.01836 -2.24090 -0.2 -0.6 0.3
N 2.02960 1.33713 -2.13894 0.5 -0.3 0.8
C 2.93033 1.84328 -2.92001 0.4 -0.6 -3.1
C 3.30574 1.07940 -4.09653 0.1 -0.2 0.5
C 2.89859 -0.26614 -4.11106 -0.4 0.5 0.8
N 2.12528 -0.83191 -3.15018 0.1 0.9 -0.1
H 2.52663 -4.17182 3.47008 -0.7 -0.6 -1.3
H 2.90494 -5.28234 2.25119 0.3 -0.2 0.1
H 0.54751 -2.81006 3.19213 -0.1 0.3 -0.3
H -0.75475 -1.41360 1.44014 0.6 -0.3 -0.1
H 0.78979 -4.10912 -1.63164 0.0 0.6 -0.2
H 1.92745 -5.40305 0.03431 0.2 -0.3 0.1
H 3.23157 2.86906 -2.74845 0.1 0.0 0.0
H 3.87570 1.47512 -4.97067 -0.4 -0.2 1.2
H 3.18144 -0.97605 -4.89355 0.1 0.5 0.1
S 1.49693 6.52994 -0.93445 -0.9 -0.4 -0.7
C 0.96476 4.95234 -0.80238 1.4 -0.1 1.4
S 0.14736 3.80952 -1.85767 -0.9 0.9 -0.6
S 1.50817 3.98733 0.52016 -0.7 1.4 -0.6
Se 2.99010 1.38796 0.86895 0.9 -0.9 0.3
C 3.45058 2.64752 2.12234 -0.2 0.6 0.4
N 3.61066 3.51474 2.88116 0.3 -0.7 -0.2
Br -7.19116 0.45623 0.62081 -0.6 0.2 -0.7
C -5.42109 0.84983 1.08486 3.0 0.6 0.0
C -4.97722 0.19532 2.25501 -1.0 -0.3 0.5
C -3.76887 0.53170 2.89246 0.9 0.6 -1.1
C -2.81521 1.24147 2.18154 -1.4 -1.0 1.4
C -3.16467 1.62981 0.85427 3.6 1.6 -0.4
C -4.46572 1.61969 0.38206 -3.0 -0.5 -1.3
C -1.99101 2.21645 0.11772 -2.8 -1.7 2.3
O -2.15503 3.05999 -0.77078 0.4 1.2 -2.0
O -0.87169 1.78679 0.58991 2.5 0.7 -0.9
H -5.62530 -0.52939 2.71569 -0.3 -0.1 0.2
H -3.59914 0.22947 3.91192 0.1 -0.2 0.3
H -1.87863 1.51826 2.66132 -0.2 0.0 -0.4
H -4.66511 2.08280 -0.62625 0.0 -0.5 1.3

***

# 2
38
Properties=species:S:1:pos:R:3:forces:R:3 method="wB97M-V/def2-TZVPD" smiles="O=c1cc(/C=C/c2cccnc2)nc2ccn(-c3cccc(Cl)c3)n12" spin_multiplicity=1 relative_energy_kcal_mol=0.0 gap_ev=7.7745 homo_energy_ha=-0.3002
O 1.86020 0.42522 0.23133 1.0 -0.1 -0.4
C 1.00447 -0.41883 0.07359 -1.1 1.7 1.4
C -0.33057 -0.26394 0.70283 0.2 -2.3 -1.4
C -1.30216 -1.24945 0.51664 1.3 0.8 -0.5
C -2.67393 -1.12985 1.08162 -0.5 0.4 1.5
C -3.08740 -0.26467 2.08649 1.2 -1.9 -2.2
C -4.39349 -0.27121 2.75304 -0.7 -1.3 -0.4
C -4.63205 0.69878 3.70441 -1.6 0.6 0.5
C -5.89221 0.71992 4.34833 0.7 -0.5 -0.7
C -6.84666 -0.25261 4.06460 0.6 0.2 -0.3
N -6.63573 -1.22722 3.16646 1.7 -0.2 -0.9
C -5.42773 -1.26198 2.51938 -0.5 1.8 1.7
N -1.02337 -2.36847 -0.27011 0.1 0.6 0.5
C 0.17542 -2.46865 -0.82711 -1.6 -0.4 0.1
C 0.64256 -3.52539 -1.67184 0.9 -0.1 -0.6
C 1.94143 -3.22432 -2.03498 -2.5 0.7 1.5
N 2.32702 -2.02381 -1.41993 -0.3 -1.0 -0.5
C 3.42854 -1.30195 -1.99101 1.3 1.3 -0.2
C 3.30200 0.02763 -2.45676 0.5 -0.8 0.4
C 4.39567 0.71468 -3.00488 -0.7 -0.6 0.1
C 5.61254 0.08012 -3.12393 0.9 -0.7 0.1
C 5.78683 -1.22904 -2.65576 -1.1 -0.7 -0.3
Cl 7.31684 -2.09381 -2.95273 -0.9 0.6 0.3
C 4.70030 -1.95507 -2.11650 -0.3 0.5 0.1
N 1.16504 -1.54658 -0.73283 1.2 -0.2 -0.7
H -0.48835 0.64487 1.24662 0.1 0.2 0.1
H -3.34056 -1.91563 0.70999 0.1 0.4 0.1
H -2.35259 0.46278 2.43939 -0.3 -0.1 0.1
H -3.91354 1.50551 3.89146 -0.2 -0.5 0.0
H -6.14405 1.49629 5.03516 0.0 0.4 0.4
H -7.81326 -0.22467 4.58151 0.3 -0.2 -0.3
H -5.24064 -2.07521 1.83061 -0.2 0.0 0.0
H -0.00803 -4.34105 -1.99370 0.6 0.3 0.2
H 2.55618 -3.74000 -2.74050 0.5 0.1 0.0
H 2.35327 0.51461 -2.36310 -0.3 0.2 0.1
H 4.26482 1.71985 -3.40627 0.0 -0.3 0.2
H 6.45249 0.54591 -3.61860 0.0 0.2 0.1
H 4.85427 -3.00292 -1.80514 -0.2 0.7 -0.1

***

# 3
48
Properties=species:S:1:pos:R:3:forces:R:3 method="wB97M-V/def2-TZVPD" smiles="O=C1C=C(O)C(=O)C=C1O.O=C1C=C(O)C(=O)C=C1O.O=C1C=C(O)C(=O)C=C1O.BN=C=O" spin_multiplicity=1 gap_ev=7.9613 homo_energy_ha=-0.3556
O 0.00698 -5.03410 -2.60991 0.2 0.1 0.0
C -0.27644 -4.70109 -1.47394 -0.3 -0.2 0.0
C -1.40562 -5.23438 -0.73125 0.0 0.0 -0.1
C -1.64705 -4.79408 0.51038 -0.2 -0.2 -0.1
O -2.65778 -5.23344 1.25251 0.1 0.1 0.1
C -0.77925 -3.75276 1.16757 0.3 0.2 -0.1
O -1.07871 -3.39259 2.29330 -0.1 -0.4 -0.1
C 0.36026 -3.23511 0.43658 0.1 0.0 0.2
C 0.60177 -3.67892 -0.80361 0.2 0.2 0.1
O 1.62650 -3.25458 -1.53785 -0.1 -0.1 -0.1
H -2.02154 -5.97974 -1.21403 0.0 0.0 0.0
H -2.60033 -4.75037 2.09912 0.0 0.0 0.0
H 0.98437 -2.49243 0.92467 -0.3 -0.2 -0.2
H 1.56418 -3.73242 -2.38756 0.0 0.0 0.0
O 1.42289 -0.57464 1.22380 0.3 0.2 0.2
C 2.39293 0.12007 0.96305 -0.2 0.3 -0.2
C 2.32482 1.31378 0.14526 -0.2 -0.1 0.1
C 3.44762 2.00179 -0.10293 -0.2 0.1 -0.1
O 3.47304 3.10662 -0.84269 0.2 -0.1 0.1
C 4.78587 1.57518 0.43795 0.2 -0.2 0.2
O 5.75622 2.24994 0.14709 -0.1 0.1 -0.1
C 4.84583 0.39064 1.27667 0.1 0.1 0.0
C 3.72536 -0.29708 1.52986 0.2 -0.1 0.1
O 3.70373 -1.38679 2.29135 -0.2 0.1 -0.1
H 1.35717 1.61415 -0.24560 0.3 -0.1 0.1
H 4.40631 3.39501 -0.86107 0.0 0.0 0.0
H 5.80789 0.10130 1.67498 0.0 0.0 0.0
H 2.77545 -1.68496 2.31667 0.0 0.0 0.0
O -4.13201 4.94028 -3.41828 -0.1 0.0 0.2
C -3.13992 4.34668 -3.04077 0.2 0.0 -0.3
C -2.06535 3.91846 -3.91787 -0.1 0.1 0.0
C -1.01935 3.25566 -3.40694 0.0 0.1 -0.3
O 0.00194 2.83423 -4.14256 0.0 0.0 0.2
C -0.92180 2.93359 -1.93945 -0.2 0.1 0.3
O 0.05778 2.30992 -1.56594 -0.2 0.1 -0.4
C -1.98075 3.37877 -1.05809 0.1 -0.1 0.0
C -3.02667 4.04531 -1.56765 0.0 -0.1 0.3
O -4.03428 4.48654 -0.82918 0.0 0.0 -0.2
H -2.14723 4.15321 -4.96952 0.0 0.0 0.0
H 0.61603 2.38792 -3.52782 0.0 0.0 0.0
H -1.89086 3.15541 -0.00438 0.0 0.0 0.0
H -4.65026 4.92768 -1.44693 0.0 0.0 0.0
B -2.54674 -1.31535 3.83975 -0.1 -0.2 0.3
N -2.46716 -1.02746 5.27919 -0.6 0.9 -0.9
C -2.33407 0.15776 5.52478 1.1 -0.4 0.4
O -2.05890 1.26303 5.77145 -0.6 -0.1 0.1
H -3.61106 -1.48193 3.33250 0.0 -0.1 0.1
H -1.55184 -1.32871 3.20730 0.1 0.2 0.0

***

# 4
43
Properties=species:S:1:pos:R:3:forces:R:3 method="wB97M-V/def2-TZVPD" total_charge=+2 spin_multiplicity=2 relative_energy_kcal_mol=0.0 gap_ev="7.4049 / 7.7664" homo_energy_ha="-0.5757 / -0.5721"
Cr 0.46666 0.10045 -0.48526 0.7 1.5 0.7
O 4.21846 1.18995 -1.02426 -0.5 -0.4 0.0
C 3.02696 1.17275 -0.91496 0.9 2.4 0.0
O 2.25636 0.12785 -0.85466 -1.5 -2.3 0.1
C 2.19136 2.43505 -0.81516 0.7 0.0 -0.1
C 2.77946 3.68985 -0.82586 -0.2 -0.2 0.0
C 1.95676 4.80645 -0.80366 0.0 -0.2 0.0
C 0.58616 4.60125 -0.78506 0.0 -0.1 0.0
C 0.08906 3.30755 -0.74616 -0.3 0.4 0.1
N 0.86586 2.22475 -0.74316 0.0 -0.2 0.1
H 3.85526 3.76735 -0.85576 0.1 -0.1 -0.1
H 2.38016 5.79995 -0.81466 0.0 0.1 0.0
H -0.09874 5.43195 -0.78936 -0.1 0.1 0.0
H -0.97894 3.16085 -0.71006 0.0 0.0 0.0
Br -6.04964 -1.48875 -0.85216 0.6 0.2 0.0
C -4.24464 -0.97355 -0.77546 0.0 0.2 0.0
C -3.87004 0.37335 -0.72076 -0.1 -0.4 0.0
C -2.52934 0.68095 -0.63816 -0.1 0.5 0.1
N -1.54184 -0.22315 -0.61696 -0.5 -0.6 -0.5
C -1.90774 -1.53175 -0.69746 -0.5 0.0 0.0
C -3.23324 -1.93395 -0.76876 0.1 0.2 0.0
C -0.78714 -2.47575 -0.71486 0.3 -0.4 0.0
C -0.91744 -3.85545 -0.77946 0.2 0.1 0.0
C 0.23056 -4.64835 -0.81826 0.2 0.1 0.0
Br 0.07616 -6.52365 -0.84666 0.1 0.6 0.0
C 1.47566 -4.01125 -0.82496 -0.5 -0.4 0.0
C 1.51756 -2.63575 -0.74156 0.5 0.0 0.1
N 0.42246 -1.87495 -0.66176 -0.1 -0.8 0.0
H -4.60974 1.15955 -0.72996 0.0 0.0 0.0
H -2.22834 1.71675 -0.56526 0.0 -0.1 0.0
H -3.49274 -2.97935 -0.82486 0.0 0.0 0.0
H -1.88314 -4.33295 -0.80196 -0.1 0.0 0.0
H 2.38906 -4.58125 -0.87766 0.1 0.0 0.0
H 2.46116 -2.10195 -0.72376 -0.1 -0.1 0.0
N 0.13606 -0.91735 2.31014 -0.1 -0.5 0.5
C 0.47286 -0.66335 3.58424 0.0 0.3 -0.3
C 0.91416 0.64405 3.63514 0.0 0.0 -0.3
C 0.80846 1.11425 2.32904 0.1 0.1 0.6
N 0.33076 0.15925 1.52674 0.3 -0.1 -1.1
H -0.23714 -1.78375 1.94624 0.1 0.2 -0.1
H 0.39396 -1.39485 4.36524 -0.1 -0.2 0.0
H 1.27086 1.17135 4.49684 0.0 0.1 0.1
H 1.03776 2.09565 1.95524 0.1 0.0 -0.1

***

# 5
45
Properties=species:S:1:pos:R:3:forces:R:3 method="wB97M-V/def2-TZVPD" spin_multiplicity=3 relative_energy_kcal_mol=0.0 gap_ev="6.8184 / 6.7373" homo_energy_ha="-0.2750 / -0.2735"
Ni 0.52479 0.64968 -0.39776 -0.5 0.3 0.4
Br -5.55921 -0.32704 -4.52730 0.1 0.0 0.0
C -4.07663 0.26806 -3.49522 -0.2 -0.1 -0.1
C -3.65419 1.60394 -3.61773 0.1 0.0 0.1
C -2.58961 2.05237 -2.89129 0.0 0.0 0.1
C -1.88232 1.20863 -1.98002 -0.1 -0.2 0.0
O -0.89394 1.68475 -1.33061 0.2 0.0 -0.2
C -2.34993 -0.14648 -1.86273 0.2 0.4 -0.1
C -1.75580 -1.08918 -0.98470 -0.1 -0.2 0.1
N -0.83482 -0.85288 -0.10394 0.1 0.3 0.0
C -0.35530 -1.86881 0.72694 -0.2 -0.4 0.1
C -1.05952 -2.99355 1.10172 0.1 0.3 -0.1
C -0.47563 -3.97053 1.92497 0.1 -0.1 0.1
C 0.80057 -3.83136 2.39526 -0.1 -0.1 0.0
C 1.54226 -2.67446 2.07425 -0.1 0.2 -0.1
C 2.85681 -2.43776 2.53382 0.1 0.1 0.0
C 3.49740 -1.28128 2.19181 0.0 -0.1 0.1
C 2.82610 -0.33955 1.39392 -0.1 0.1 0.0
N 1.60929 -0.53130 0.94979 0.2 -0.1 -0.3
C 0.95674 -1.68411 1.25342 0.0 -0.2 0.2
C -3.43681 -0.58703 -2.65187 0.0 0.0 0.0
H -4.17448 2.26871 -4.29442 0.0 0.0 0.0
H -2.23358 3.07015 -2.98212 0.0 0.0 0.0
H -2.12356 -2.11289 -1.09128 -0.1 0.0 0.1
H -2.08015 -3.12971 0.77076 0.0 0.0 0.0
H -1.05576 -4.84480 2.19082 0.0 0.0 0.0
H 1.25266 -4.59493 3.01569 0.0 0.0 0.0
H 3.34044 -3.18065 3.15647 0.0 0.0 0.0
H 4.50580 -1.07556 2.52160 0.0 0.0 0.0
H 3.30231 0.59213 1.11378 0.0 0.0 0.0
H -3.76537 -1.61595 -2.56518 0.0 0.0 0.0
N 0.17237 3.61051 2.66535 0.0 0.0 0.0
C 0.95234 4.26139 1.74163 0.1 0.0 -0.2
C 1.16302 3.36527 0.73976 -0.1 0.0 0.2
N 0.52888 2.18386 1.05147 0.0 0.0 -0.2
C -0.06056 2.36322 2.20706 0.0 -0.1 0.0
H -0.16886 4.00161 3.52415 0.0 0.0 0.0
H 1.27476 5.27915 1.86968 0.0 0.0 0.0
H 1.71124 3.46912 -0.17982 0.0 0.1 0.0
H -0.65311 1.63224 2.73165 0.0 0.0 0.0
O 3.61277 -0.32262 -1.55848 0.2 -0.1 0.0
Cl 2.51362 0.31402 -2.20484 0.6 -0.4 -0.4
O 2.77506 0.57314 -3.56873 0.0 0.1 -0.2
O 2.20143 1.55678 -1.49695 -0.3 0.4 0.5
O 1.31845 -0.51631 -2.06078 -0.4 -0.1 0.1